No. 1
12
Properties=species:S:1:pos:R:3:lowdin_charge:R:1 method="wB97M-V/def2-TZVPD" e_tot_ha=-356.6911 molar_mass_g_mol=99.1 total_charge=0
O -2.263 1.014 -0.223 -0.079
C -1.751 -0.252 -0.012 -0.189
C -0.151 -0.058 -0.256 -0.464
N 0.290 -1.128 0.330 0.136
C 1.933 -0.615 0.373 0.036
N 1.888 0.409 -0.465 -0.036
N 0.638 0.764 -0.822 0.056
H -1.818 1.414 -0.974 0.075
H -2.238 -0.982 -0.676 0.109
H -2.057 -0.545 0.996 0.114
H 2.900 -0.975 0.697 0.088
H 2.634 0.956 -0.863 0.154

---

No. 2
12
Properties=species:S:1:pos:R:3:lowdin_charge:R:1 method="wB97M-V/def2-TZVPD" e_tot_ha=-356.7418 molar_mass_g_mol=99.1 total_charge=0
N 0.187 1.417 -0.784 0.164
C -0.549 0.647 -0.332 -0.229
C -1.757 -0.100 0.053 -0.251
O -2.863 0.716 -0.259 -0.050
H -1.776 -1.068 -0.466 0.122
H -1.774 -0.294 1.127 0.125
H -2.738 1.027 -1.166 0.097
N 2.757 0.510 -0.253 0.170
C 1.941 -0.338 0.003 -0.444
N 1.119 -1.171 0.413 0.116
H 3.535 0.359 -0.861 0.078
H 1.937 -1.768 0.697 0.102

---

No. 3
12
Properties=species:S:1:pos:R:3:lowdin_charge:R:1 method="wB97M-V/def2-TZVPD" e_tot_ha=-356.7327 molar_mass_g_mol=99.1 total_charge=0
O -0.567 -2.245 0.709 0.033
C -0.241 -1.108 0.313 -0.476
C 0.694 -0.603 -0.760 -0.087
N -0.228 0.528 -1.219 -0.105
N -0.176 1.569 -0.303 -0.008
C -0.234 1.159 0.866 -0.281
N -0.617 -0.078 1.078 0.089
H 1.043 -1.368 -1.559 0.145
H 1.684 -0.116 -0.390 0.140
H -0.223 0.973 -2.337 0.219
H -0.041 1.857 1.771 0.157
H -1.093 -0.570 1.832 0.175

---

No. 4
12
Properties=species:S:1:pos:R:3:lowdin_charge:R:1 method="wB97M-V/def2-TZVPD" e_tot_ha=-356.7752 molar_mass_g_mol=99.1 total_charge=0
H 3.662 -0.340 -0.946 0.040
N 2.687 -0.151 -0.721 0.089
C 2.454 -0.482 0.482 -0.323
N 1.215 -0.287 1.087 0.096
C 0.202 0.027 0.452 -0.190
N -0.795 0.440 -0.072 0.153
C -2.151 0.007 -0.298 -0.282
O -3.043 0.969 0.173 -0.035
H 3.179 -0.905 1.182 0.106
H -2.266 -0.180 -1.373 0.123
H -2.362 -0.913 0.252 0.129
H -2.781 1.815 -0.217 0.095

---

No. 5
12
Properties=species:S:1:pos:R:3:lowdin_charge:R:1 method="wB97M-V/def2-TZVPD" e_tot_ha=-356.8419 molar_mass_g_mol=99.1 total_charge=0
N 2.027 -0.088 0.074 0.099
C 0.649 -0.004 -0.121 -0.394
C -0.101 1.103 -0.063 -0.085
N -1.440 0.693 0.019 0.095
C -1.544 -0.684 0.105 -0.507
O -2.540 -1.366 0.242 0.040
N -0.199 -1.103 -0.141 0.164
H 2.523 -0.773 -0.477 0.085
H 2.429 0.828 -0.076 0.089
H 0.211 2.092 0.230 0.111
H -2.181 1.342 0.226 0.149
H 0.163 -2.040 -0.019 0.155

---

No. 6
12
Properties=species:S:1:pos:R:3:lowdin_charge:R:1 method="wB97M-V/def2-TZVPD" e_tot_ha=-356.7360 molar_mass_g_mol=99.1 total_charge=0
H 1.873 2.382 -2.091 0.062
N 1.601 1.596 -1.501 0.088
C 0.407 1.529 -1.152 -0.125
N -0.030 0.062 -0.464 0.099
C -0.867 0.200 0.522 -0.496
O -1.759 0.920 0.832 0.080
C -0.745 -1.528 1.130 -0.119
N 0.356 -2.107 1.136 0.053
H 0.426 -2.996 1.635 0.058
H -0.411 2.249 -1.276 0.117
H 0.845 -0.438 -0.326 0.096
H -1.696 -1.869 1.556 0.088

---

No. 7
12
Properties=species:S:1:pos:R:3:lowdin_charge:R:1 method="wB97M-V/def2-TZVPD" e_tot_ha=-356.7165 molar_mass_g_mol=99.1 total_charge=0
C -1.353 -1.513 0.695 -0.052
C -0.277 -0.894 0.017 -0.389
N 0.862 -1.170 -0.621 0.011
N 1.600 -0.163 -1.104 0.079
C 0.946 0.866 -0.586 -0.443
N 0.951 2.299 -0.620 0.062
O -0.242 0.478 -0.025 0.049
H -2.444 -1.182 0.542 0.101
H -1.584 -2.743 0.419 0.171
H -1.221 -1.294 1.797 0.096
H 0.848 2.476 0.480 0.140
H 1.914 2.840 -0.995 0.175

---

No. 8
12
Properties=species:S:1:pos:R:3:lowdin_charge:R:1 method="wB97M-V/def2-TZVPD" e_tot_ha=-356.6402 molar_mass_g_mol=99.1 total_charge=0
C -2.068 -0.199 0.038 -0.038
C -0.556 -0.253 -0.176 -0.363
N 0.206 -1.305 -0.008 0.034
N 1.548 -1.313 -0.306 0.051
C 1.973 -0.167 -0.080 -0.266
N 1.223 0.920 0.398 0.078
O 0.130 0.924 -0.776 -0.077
H -2.572 0.449 -0.779 0.097
H -2.196 -1.307 0.086 0.073
H -2.344 0.373 1.177 0.161
H 3.023 0.000 0.006 0.108
H 1.633 1.878 0.422 0.141

---

No. 9
12
Properties=species:S:1:pos:R:3:lowdin_charge:R:1 method="wB97M-V/def2-TZVPD" e_tot_ha=-356.6998 molar_mass_g_mol=99.1 total_charge=0
N 2.365 0.540 -0.385 -0.003
C 1.702 -0.562 0.345 -0.226
C 0.125 -0.382 0.233 -0.182
C -0.503 1.006 0.236 -0.122
N -1.734 0.939 0.026 0.079
O -1.953 -0.409 -0.236 -0.106
N -0.898 -1.142 -0.146 0.057
H 2.368 0.231 -1.317 0.044
H 3.397 0.635 -0.207 0.098
H 1.971 -0.589 1.396 0.087
H 1.931 -1.739 0.116 0.149
H -0.118 2.002 0.538 0.126

---

No. 10
12
Properties=species:S:1:pos:R:3:lowdin_charge:R:1 method="wB97M-V/def2-TZVPD" e_tot_ha=-356.6998 molar_mass_g_mol=99.1 total_charge=0
C -1.161 0.363 1.044 -0.048
C 0.243 0.242 0.612 -0.316
N 1.302 0.682 1.220 0.105
O 2.457 0.492 0.441 -0.107
N 1.999 0.103 -0.964 0.162
C 0.733 -0.025 -0.732 -0.388
N -0.201 -0.692 -1.629 0.055
H -1.875 0.768 0.182 0.132
H -1.499 -0.549 1.487 0.065
H -1.242 1.237 1.775 0.106
H -0.955 -1.132 -1.077 0.064
H 0.199 -1.489 -2.360 0.170

---

No. 11
12
Properties=species:S:1:pos:R:3:lowdin_charge:R:1 method="wB97M-V/def2-TZVPD" e_tot_ha=-356.7383 molar_mass_g_mol=99.1 total_charge=0
C 1.551 1.911 -0.358 -0.116
N 0.650 1.021 -1.085 -0.052
C -0.045 0.046 -0.416 -0.323
C -0.898 -0.963 -0.733 -0.064
O -1.228 -1.592 0.435 -0.057
N -0.617 -0.877 1.484 0.031
N 0.137 -0.030 1.000 0.069
H 1.917 2.678 -0.992 0.056
H 2.461 1.325 0.040 0.102
H 1.071 2.396 0.504 0.079
H 0.855 0.842 -2.095 0.153
H -1.313 -1.264 -1.686 0.121

---

No. 12
12
Properties=species:S:1:pos:R:3:lowdin_charge:R:1 method="wB97M-V/def2-TZVPD" e_tot_ha=-356.7119 molar_mass_g_mol=99.1 total_charge=0
C 1.927 -1.378 0.488 -0.139
N 0.663 -1.452 -0.276 -0.040
C -0.089 -0.339 -0.076 -0.431
C -1.365 -0.066 -0.496 -0.019
O -1.567 1.292 -0.289 -0.046
N -0.356 1.776 0.201 0.051
N 0.392 0.797 0.332 0.048
H 2.371 -2.502 0.543 0.106
H 1.684 -1.100 1.598 0.100
H 2.808 -0.832 -0.098 0.111
H 0.186 -2.340 -0.283 0.124
H -2.244 -0.709 -0.740 0.136

---

No. 13
12
Properties=species:S:1:pos:R:3:lowdin_charge:R:1 method="wB97M-V/def2-TZVPD" e_tot_ha=-356.6418 molar_mass_g_mol=99.1 total_charge=0
C -0.516 -0.684 0.409 0.033
C -0.094 0.523 0.033 -0.499
N -0.860 1.670 -0.020 0.119
O 1.196 0.786 -0.366 -0.071
N 2.174 0.154 0.485 -0.045
C 3.039 -0.638 -0.273 -0.116
N 3.538 0.474 -0.021 0.187
H -1.529 -0.822 0.736 0.048
H 0.158 -1.511 0.506 0.039
H -0.467 2.408 -0.584 0.094
H -1.850 1.532 -0.137 0.095
H 3.076 -1.564 -0.793 0.117

---

No. 14
12
Properties=species:S:1:pos:R:3:lowdin_charge:R:1 method="wB97M-V/def2-TZVPD" e_tot_ha=-356.7079 molar_mass_g_mol=99.1 total_charge=0
H -2.403 0.949 0.609 0.100
N -1.677 0.381 1.239 0.115
C -0.443 0.347 0.861 -0.502
N 0.475 -0.395 1.749 0.156
C 1.589 -0.177 1.147 -0.230
O 1.508 0.160 -0.108 0.007
N 0.131 0.628 -0.337 -0.024
C -0.310 -0.190 -1.443 -0.027
H 2.443 -0.650 1.617 0.141
H -0.147 -1.214 -1.268 0.092
H -1.292 -0.044 -1.683 0.059
H 0.125 0.206 -2.382 0.111

---

No. 15
12
Properties=species:S:1:pos:R:3:lowdin_charge:R:1 method="wB97M-V/def2-TZVPD" e_tot_ha=-356.7262 molar_mass_g_mol=99.1 total_charge=0
N 1.214 -1.261 -1.288 0.178
C 0.643 -0.484 -0.342 -0.460
N 1.328 0.396 0.390 0.035
C 0.517 0.927 1.349 -0.029
O -1.082 1.774 0.325 -0.059
C -0.893 0.472 0.949 -0.380
N -0.671 -0.559 -0.032 0.122
H 2.141 -0.977 -1.573 0.113
H 0.641 -1.646 -2.022 0.107
H -0.932 2.438 1.024 0.085
H -1.721 0.214 1.619 0.139
H -1.347 -1.182 -0.447 0.149

---

No. 16
12
Properties=species:S:1:pos:R:3:lowdin_charge:R:1 method="wB97M-V/def2-TZVPD" e_tot_ha=-356.5863 molar_mass_g_mol=99.1 total_charge=0 spin_multiplicity=3 s_squared=2.024
C -1.515 0.024 0.179 -0.382
C 0.846 -0.813 0.055 -0.481
C 0.170 1.752 -0.047 -0.010
N -2.562 -0.384 0.526 0.140
N 0.400 -1.947 -0.490 0.199
N -0.338 0.381 -0.260 0.001
O 1.841 -0.396 0.547 0.112
H 0.174 2.157 -0.929 0.034
H -0.545 2.159 0.669 0.103
H 1.104 1.695 0.507 0.089
H -0.565 -1.987 -0.659 0.081
H 0.990 -2.642 -0.100 0.113

---

No. 17
15
Properties=species:S:1:pos:R:3:lowdin_charge:R:1 method="wB97M-V/def2-TZVPD" e_tot_ha=-1171.6399 molar_mass_g_mol=178.1 total_charge=-1
O -3.047 0.308 1.011 -0.122
C -2.471 -0.474 -0.029 -0.455
O -1.130 -0.305 -0.018 -0.479
P -0.383 0.546 -1.312 0.273
S -0.685 2.439 -1.065 -0.058
C 1.192 0.019 -0.431 -0.466
C 1.445 -0.874 0.603 -0.186
N 2.729 -0.834 0.862 0.021
N 3.245 0.095 0.023 -0.096
N 2.342 0.689 -0.769 0.047
H -2.621 1.218 0.868 0.079
H -3.018 -0.033 -0.945 0.122
H -2.617 -1.551 0.277 0.126
H 0.932 -1.776 0.934 0.104
H 4.088 0.533 -0.009 0.090

---

No. 18
14
Properties=species:S:1:pos:R:3:lowdin_charge:R:1 method="wB97M-V/def2-TZVPD" e_tot_ha=-507.1147 molar_mass_g_mol=131.1 total_charge=0
C 0.191 -0.334 -1.339 -0.112
O 0.023 0.411 -0.204 -0.148
C -0.904 -0.180 0.616 -0.209
N -0.723 0.544 1.887 0.024
C -1.638 1.424 2.321 -0.264
N -2.421 2.191 2.655 0.183
N 0.351 0.151 2.809 -0.403
O 0.280 0.641 3.850 0.164
O 1.075 -0.656 2.372 0.145
H 0.822 -1.193 -1.128 0.100
H 0.708 0.303 -2.048 0.102
H -0.774 -0.601 -1.666 0.075
H -0.849 -1.351 0.747 0.175
H -1.953 0.060 0.187 0.169

---

No. 19
13
Properties=species:S:1:pos:R:3:lowdin_charge:R:1 method="wB97M-V/def2-TZVPD" e_tot_ha=-754.9030 molar_mass_g_mol=131.2 total_charge=0
O 0.253 1.618 1.385 0.028
C 0.285 0.688 2.157 -0.237
C 0.288 -0.718 1.790 -0.145
N 0.376 -1.275 0.670 0.089
N 0.084 -0.450 -0.316 -0.082
C -0.092 -0.952 -1.533 -0.361
N -0.353 -0.290 -2.646 -0.310
S -0.373 1.419 -2.211 0.682
H 0.293 0.910 3.322 0.149
H 0.547 -1.357 2.545 0.073
H -0.392 0.498 -0.082 0.097
H -0.109 -2.030 -1.612 0.119
H -0.808 1.939 -3.469 -0.102

---

No. 20
13
Properties=species:S:1:pos:R:3:lowdin_charge:R:1 method="wB97M-V/def2-TZVPD" e_tot_ha=-754.8193 molar_mass_g_mol=131.2 total_charge=0
C -1.455 -0.177 0.863 -0.126
N -0.641 -0.153 -0.339 -0.170
C 0.029 -1.307 -0.535 -0.264
N 1.153 -1.431 -1.030 0.121
O 2.067 -0.290 -1.161 -0.069
C 1.690 0.885 -0.577 -0.867
S 2.700 2.148 -0.175 0.634
N 0.326 0.965 -0.251 0.012
H -2.675 -0.396 0.522 0.133
H -1.526 1.074 1.293 0.154
H -1.089 -1.048 1.721 0.140
H -0.629 -2.212 -0.403 0.160
H 0.050 1.941 0.071 0.141